[1]
# CHAgBrCl3

A molecular structure, CHAgBrCl3 (ωB97M-V/def2-TZVPD, the OMol25 dataset).

Values from the calculation:
- Orbital gap (alpha / beta): 0.2723 / 0.1758 Eh
- E_HOMO (alpha / beta): -14.014 / -14.008 eV
- Largest force on an atom: 0.44 eV/A
- ΔE to the lowest compared entry with this formula, charge and spin: 0.00 kcal/mol

Geometry as ORCA input:
```
! RIJCOSX wB97M-V def2-TZVPD def2/J DEFGRID3
* xyz 1 2
Ag 2.32 0.30 3.29
Br 1.13 1.92 1.42
C -0.66 -0.39 -0.89
Cl -2.38 -0.11 -0.99
Cl 0.17 0.05 -2.37
Cl -0.29 -2.04 -0.38
H -0.29 0.27 -0.10
*
```



[2]
# CHAgF4O

A molecular structure, CHAgF4O (ωB97M-V/def2-TZVPD, the OMol25 dataset).

Values from the calculation:
- Orbital gap (alpha / beta): 0.4424 / 0.3273 Eh
- E_HOMO (alpha / beta): -18.366 / -18.332 eV
- Largest force on an atom: 2.27 eV/A

Geometry as ORCA input:
```
! RIJCOSX wB97M-V def2-TZVPD def2/J DEFGRID3
* xyz 1 2
C -0.77 -0.45 0.09
F -1.29 0.61 -0.50
F -1.48 -1.48 -0.32
F -0.77 -0.51 1.40
F 0.99 2.46 0.67
Ag 1.74 1.23 -0.45
O 0.61 -0.49 -0.42
H 0.97 -1.38 -0.47
*
```



[3]
# CHAlF24O3P4

A molecular structure, CHAlF24O3P4 (ωB97M-V/def2-TZVPD, the OMol25 dataset).

Values from the calculation:
- Orbital gap (alpha / beta): 0.1396 / 0.1480 Eh
- E_HOMO (alpha / beta): -10.267 / -10.349 eV
- Largest force on an atom: 4.28 eV/A

Geometry as ORCA input:
```
! RIJCOSX wB97M-V def2-TZVPD def2/J DEFGRID3
* xyz -1 2
Al 0.10 0.71 -0.03
O 0.88 3.24 -4.09
C 0.71 2.49 -2.99
O -0.41 2.03 -2.69
O 1.56 2.36 -2.06
H 0.00 3.13 -4.45
P -0.39 -1.34 3.02
F -0.35 0.23 2.76
F 0.57 -1.01 4.24
F -1.66 -1.19 3.96
F -0.55 -2.93 3.22
F -1.38 -1.34 1.75
F 0.78 -1.53 1.98
P -3.59 1.45 0.29
F -4.65 0.57 1.14
F -2.66 1.56 1.62
F -2.81 0.12 -0.26
F -2.41 2.37 -0.36
F -4.50 1.40 -1.06
F -4.50 2.72 0.78
P 3.67 0.22 1.11
F 2.36 0.64 1.99
F 3.50 1.39 -0.03
F 4.53 1.28 1.95
F 4.95 -0.16 0.25
F 4.00 -0.98 2.13
F 2.68 -0.74 0.15
P -0.09 -2.45 -2.06
F -0.24 -2.46 -0.44
F 0.94 -3.73 -2.04
F -1.36 -3.44 -2.23
F 0.15 -2.15 -3.66
F -0.98 -1.08 -2.04
F 1.13 -1.38 -1.85
*
```



[4]
# CHAsBrCl3F6Na

A molecular structure, CHAsBrCl3F6Na (ωB97M-V/def2-TZVPD, the OMol25 dataset).

Values from the calculation:
- Orbital gap: 0.2433 Eh
- E_HOMO: -4.993 eV
- Largest force on an atom: 2.63 eV/A

Geometry as ORCA input:
```
! RIJCOSX wB97M-V def2-TZVPD def2/J DEFGRID3
* xyz -1 1
Na 15.72 11.27 -9.42
As 13.70 8.60 -10.92
F 13.68 7.15 -11.99
F 15.26 9.27 -11.56
F 13.60 9.96 -9.76
F 12.13 7.95 -10.26
F 14.75 7.65 -9.78
F 12.84 9.66 -12.15
Br 16.99 9.08 -8.03
C 14.26 10.63 -5.88
Cl 13.19 9.52 -6.77
Cl 13.78 11.09 -4.22
Cl 14.50 12.13 -6.89
H 15.22 10.12 -5.80
*
```



[5]
# CHAuO3

A molecular structure, CHAuO3 (ωB97M-V/def2-TZVPD, the OMol25 dataset).

Values from the calculation:
- Orbital gap (alpha / beta): 0.3795 / 0.2748 Eh
- E_HOMO (alpha / beta): -23.547 / -24.642 eV
- Largest force on an atom: 11.83 eV/A
- ΔE to the lowest compared entry with this formula, charge and spin: 3.34 kcal/mol

Geometry as ORCA input:
```
! RIJCOSX wB97M-V def2-TZVPD def2/J DEFGRID3
* xyz 2 3
O -1.53 0.00 0.32
C -0.40 0.43 0.04
O 0.30 -0.67 -0.44
O 0.43 1.19 0.64
H -0.64 -1.33 -0.34
Au 1.84 0.37 -0.21
*
```



[6]
# CHBr2FO

A molecular structure, CHBr2FO (ωB97M-V/def2-TZVPD, the OMol25 dataset).

Values from the calculation:
- Orbital gap (alpha / beta): 0.3039 / 0.3071 Eh
- E_HOMO (alpha / beta): -7.795 / -10.699 eV
- Largest force on an atom: 3.11 eV/A
- ΔE to the lowest compared entry with this formula, charge and spin: 0.86 kcal/mol

Geometry as ORCA input:
```
! RIJCOSX wB97M-V def2-TZVPD def2/J DEFGRID3
* xyz 0 3
C 0.17 -0.45 -0.57
O -0.26 0.28 1.64
F 0.91 -1.43 -0.26
Br 0.95 1.18 -1.07
Br -1.39 -0.89 -1.41
H -0.37 1.31 1.66
*
```



- Look up the largest force on an atom of the fifth one.
  11.83 eV/A



- largest force on an atom of number 3 (CHAlF24O3P4)?
  4.28 eV/A